Here is 10 unconnected molecules or ions with the total composition C44H74N2O28 from the OMol25 dataset. Energies are from ωB97M-V/def2-TZVPD.

Computed properties:
HOMO-LUMO gap (alpha / beta): 5.6 / 1.8 eV
E_LUMO (alpha / beta): -0.20622 / -0.34790 hartree
<S²>: 0.77
Charge: +1
Multiplicity: 2

```
148
Properties=species:S:1:pos:R:3:forces:R:3
C -18.900759 26.740126 19.674868 -0.3482 0.8409 0.7405
C -20.018657 26.169798 18.830025 1.7165 -1.0592 0.3959
O -21.300738 26.205764 19.399005 -1.8648 0.9628 0.5323
C -22.260080 25.481837 18.817560 -1.8721 -1.9749 -3.0592
O -22.179221 24.824734 17.759461 0.5402 1.5224 2.6462
O -23.438111 25.589210 19.470969 1.1527 2.0851 1.9524
C -24.606570 24.754006 19.300786 2.1566 -0.4404 -1.4264
H -18.960151 26.562935 20.748723 0.2650 -0.7322 -0.0885
H -18.827720 27.826982 19.635906 -0.2931 0.1955 -0.3035
H -17.993000 26.403959 19.173800 0.1636 -0.2130 0.5557
H -19.852931 25.093449 18.784113 0.5531 0.1072 -1.0383
H -19.806558 26.753081 17.933980 -1.3395 -0.6373 -0.7899
H -24.867178 24.917375 18.255091 -0.5036 -0.6615 0.0754
H -25.434657 24.976974 19.973588 0.6267 0.5098 0.1479
H -24.155353 23.782577 19.502873 -1.0055 -0.5024 -0.3446
C -25.458674 33.964237 17.057883 0.2754 -0.8518 0.9801
C -25.352974 33.192757 18.453706 -1.9017 1.5901 -1.3189
O -24.019092 32.964603 18.769521 3.0763 0.4139 0.7179
C -23.325579 33.759495 19.651284 -0.9056 -0.4663 2.0600
O -23.868781 34.490003 20.493363 1.5348 -0.7357 -2.3135
O -21.994360 33.407603 19.649722 -3.2145 -0.2661 -1.1539
C -20.979587 34.178467 20.248866 0.7908 -0.5851 -1.0304
H -26.455562 34.255277 16.726809 -0.2194 -0.1095 0.5877
H -25.126878 33.249785 16.304515 0.3494 0.2047 -0.0884
H -24.840989 34.862181 17.041424 0.1486 -0.1038 0.0509
H -25.869809 32.244769 18.304385 0.4209 -0.1910 0.2378
H -25.856062 33.703495 19.274770 0.0552 0.1983 -0.0882
H -20.169512 33.449872 20.280964 -0.0084 -0.0001 1.1440
H -21.256730 34.666895 21.183067 0.0796 -0.1132 -0.0951
H -20.548046 34.778346 19.447606 -0.3735 1.0464 0.1317
C -16.040741 26.648704 16.300715 1.2238 -0.3445 0.7625
C -14.966759 26.798233 17.484470 -1.1246 -0.1947 -1.2337
O -15.723023 27.433508 18.499672 -0.1242 1.5577 2.9082
C -15.189694 27.866824 19.716779 2.0213 0.1041 0.2147
O -14.011649 28.021470 20.041413 -2.2418 -0.5694 -1.5061
O -16.197975 28.108964 20.555548 -1.5397 -1.3648 -2.4432
C -16.099519 28.783093 21.752137 0.9197 1.7672 0.7498
H -15.695963 26.010442 15.487181 0.3351 -0.1768 0.2110
H -16.298079 27.583670 15.803004 0.0858 0.2514 0.4890
H -16.943008 26.182223 16.696217 0.0230 0.1277 0.0874
H -14.099413 27.388244 17.188321 -0.0241 -0.0122 0.0565
H -14.661360 25.841435 17.907999 0.1821 -0.1498 -0.4949
H -16.819138 29.601062 21.786536 -0.4904 -0.3033 -0.2113
H -15.162288 29.339564 21.746457 0.3720 -0.4501 0.5998
H -16.279866 28.149073 22.620234 0.3638 -0.1872 -0.2252
C -18.139874 34.087726 22.620450 0.2447 -0.8075 -0.2464
C -17.462781 32.778753 22.041220 -0.5691 1.6439 1.4296
O -17.999643 32.584797 20.720598 1.9789 -0.5301 -0.8395
C -17.190505 31.915358 19.821428 -2.9380 -1.6099 -0.1040
O -16.123696 31.373945 19.963420 -0.7907 1.4408 -0.0179
O -18.057416 31.690672 18.729464 0.1401 3.3063 4.7993
C -17.541131 30.921251 17.779469 -0.0986 -2.1649 -2.8832
H -17.886782 34.895577 21.933844 -0.0063 0.1051 0.2403
H -17.831781 34.330551 23.637409 0.8323 -0.1281 -0.1304
H -19.218300 34.090036 22.778802 -0.2438 -0.5871 -0.6805
H -17.607335 31.911039 22.684870 -0.3314 -0.0883 -0.2426
H -16.393168 32.987556 22.061520 0.0547 -0.1494 -0.5518
H -17.579657 29.873058 18.075962 1.3175 -0.2247 0.3010
H -16.617929 31.381985 17.428013 0.2319 -0.9360 -0.3992
H -18.315019 30.866527 17.013829 0.2900 0.6312 -0.6150
C -13.249671 29.190641 25.192839 -0.5440 1.1416 -0.3559
C -14.715401 29.491888 24.861708 0.1979 0.5842 -0.1644
O -15.286577 30.239392 25.967230 -1.4727 -0.6223 0.3055
C -16.615522 30.578080 25.884158 0.8899 0.1531 -0.8419
O -17.245061 30.880072 24.894378 0.5729 -0.4483 -0.0620
O -17.104440 30.594432 27.094649 -0.1925 -0.1842 1.2632
C -18.507704 30.782552 27.276441 -0.7991 -0.1027 0.3529
H -13.098837 28.537806 26.052589 -0.3003 -0.1956 -0.2480
H -12.775062 30.140000 25.440929 0.1856 -0.0003 -0.0514
H -12.783811 28.810542 24.283664 0.1158 -0.2217 0.1872
H -15.218162 28.559786 24.603821 -0.5187 -0.0121 0.6514
H -14.896777 30.155031 24.015865 0.7220 -0.1546 -0.3686
H -19.115128 30.157801 26.621607 0.3258 0.1003 -0.3593
H -18.834090 31.819873 27.202064 0.4353 -0.0691 -0.2094
H -18.761002 30.456783 28.285313 0.4701 0.0131 0.0469
C -16.079552 34.469530 17.140722 -0.6852 -2.5321 -1.9659
C -17.476966 34.884142 16.627095 -0.2241 1.5271 2.5066
O -18.402242 33.866522 16.058116 3.4436 0.7425 -0.3458
C -19.698438 34.084898 16.001445 -0.6921 -0.4315 1.1922
O -20.304157 34.846098 16.711665 -0.4378 0.6451 -0.2727
O -20.211011 33.175732 15.183597 1.7654 0.1323 -1.0039
C -21.585272 33.011504 14.972330 -0.7390 1.0772 0.6584
H -15.536828 34.354105 16.202512 0.7088 -0.4464 0.2980
H -16.210827 33.484943 17.589550 0.5101 -0.0598 0.2163
H -15.466986 35.097283 17.787863 -0.8949 0.5021 0.0270
H -17.170584 35.739799 16.025364 -1.3628 -0.2031 -1.0182
H -17.924587 35.285560 17.536264 -0.8193 0.0979 -0.3329
H -21.812325 32.134993 15.579181 -0.8819 0.1120 -0.4435
H -21.849004 32.991729 13.914903 0.5888 -0.8420 -0.0573
H -22.087860 33.931616 15.270496 -0.2940 -0.2433 0.7536
C -21.084847 35.547803 31.561073 0.2206 -0.5884 0.5160
C -21.704742 34.915157 30.333748 -0.6058 1.1102 -0.9101
O -20.750163 34.861881 29.246346 0.9940 1.8562 4.9928
C -20.973514 34.399718 28.102367 -2.4571 -1.6361 -0.5282
O -21.992244 33.953916 27.670160 -1.8934 -0.2901 -0.6609
O -19.851840 34.371755 27.513436 3.8518 0.7723 -3.2449
C -19.812760 33.939379 26.166551 0.8169 -2.4768 -0.3737
H -20.692499 34.715165 32.144924 0.5736 0.4040 0.2333
H -21.825492 36.029756 32.199251 -0.3695 -0.1963 -0.2092
H -20.345529 36.330294 31.390105 0.1562 -0.3578 -0.3718
H -22.492978 35.580288 29.981075 -0.3770 -0.4100 -0.0664
H -22.080626 33.918659 30.565659 -0.0723 0.0799 -0.2914
H -20.238312 32.937198 26.115153 -1.0538 0.2500 -0.1422
H -18.801242 33.597783 25.946921 0.5315 0.9952 0.1904
H -20.165790 34.532436 25.322895 -0.3391 0.6155 0.7401
C -16.867143 38.880499 25.330668 -1.5158 0.3880 0.1063
C -17.601661 37.544678 25.279251 0.5818 0.1513 -0.7275
O -17.395148 36.852101 26.510893 0.6484 -1.4773 0.6572
C -16.288212 36.059438 26.646826 -0.5267 -0.7844 -0.4529
O -15.341372 36.043294 25.877050 -1.4478 -0.0044 1.5574
O -16.499185 35.198407 27.741236 -0.1917 1.7546 -2.4891
C -15.332283 34.455204 28.035630 0.7810 0.3270 1.5583
H -15.789077 38.887842 25.169998 -0.2342 -0.2502 0.2547
H -17.208592 39.286353 26.282927 0.8629 0.0463 0.4752
H -17.360121 39.613054 24.691584 0.2408 -0.1826 -0.7238
H -17.389418 36.934390 24.401419 0.7653 -0.2478 0.1901
H -18.678550 37.665061 25.161265 -0.0838 0.3579 0.6610
H -14.990527 33.770259 27.259643 -0.0069 0.4252 -0.1227
H -15.477891 33.907348 28.966622 -0.7228 -0.2900 -0.2605
H -14.626234 35.208647 28.384795 0.8212 -0.3004 -0.7135
C -22.738823 39.826712 19.639524 -0.9405 -1.6260 -0.0464
C -21.874747 40.541523 20.530559 -1.4069 0.7779 -2.0898
C -20.770241 39.930599 21.009451 2.7559 -1.1653 1.0179
C -20.573427 38.567767 20.832965 0.9126 2.0279 1.2363
C -21.499021 37.819223 20.104386 -0.7160 -0.6810 -0.6857
C -22.552309 38.476749 19.440502 0.0239 -0.1226 0.6685
N -19.386579 37.901310 21.455301 1.0849 -0.6698 1.6744
O -19.029572 36.852276 20.976329 -0.7084 -0.0861 -1.2995
O -18.851672 38.344516 22.465823 -1.3513 0.9814 -1.1386
H -23.628861 40.268432 19.216309 0.0926 0.3723 -0.0015
H -22.067957 41.601269 20.608049 0.2033 0.1021 0.4930
H -19.985949 40.535125 21.440512 -0.0068 -0.1626 0.5548
H -21.422193 36.742929 20.058652 0.1012 -0.2168 -0.0061
H -23.252918 37.806051 18.965424 -0.1625 0.4116 -0.4573
C -13.444308 31.984690 15.955554 1.7589 0.4242 0.7369
C -12.610756 32.319942 14.866973 -1.4800 -0.5585 0.1778
C -11.387974 32.917983 14.993629 1.4297 0.0638 0.4620
C -10.825006 33.120309 16.278631 -0.4451 -0.1272 0.6747
C -11.605194 32.801118 17.386892 -1.4056 -0.3607 -0.1641
C -12.931435 32.235927 17.229659 1.1610 0.9394 -0.7627
N -9.369738 33.584877 16.496531 2.4315 -0.2135 0.2340
O -8.845058 33.748074 17.635252 -2.6844 -0.4520 -2.3252
O -8.662368 33.664046 15.481647 -1.8109 -0.0086 1.0614
H -14.404008 31.502709 15.841240 -0.0443 0.0813 -0.1910
H -12.977294 32.055105 13.886202 0.1099 0.2425 -0.2364
H -10.850653 33.131246 14.081379 0.3197 0.1245 0.1822
H -11.283574 32.998150 18.398895 0.3748 -0.0369 -0.0648
H -13.562820 32.070875 18.090204 0.2314 -0.1520 0.2509
```
Positions in Å, forces in eV/Å.